Version w
An isolated molecule of C2H7O2P. Source: the OMol25 dataset; level of theory: ωB97M-V/def2-TZVPD.

Output
structure (SMILES): C[P@H](=O)CO
LUMO level: 0.78 eV
E_HOMO: -9.55 eV
Kohn-Sham gap: 10.33 eV

Structure (XYZ):
```
12
C2H7O2P, DFT ωB97M-V/def2-TZVPD
P -0.75 0.39 -0.43
O -2.33 0.35 0.31
O -0.42 -1.88 0.69
C 0.49 1.12 0.73
C -0.21 -1.30 -0.54
H 0.83 -1.46 -0.95
H -0.10 1.90 1.40
H 0.68 0.38 1.50
H -0.92 -1.96 -1.26
H -0.84 0.98 -1.67
H 1.28 1.54 0.12
H -1.28 -1.41 1.03
```

Charges per atom according to natural (NBO) partitioning, unit e: 1.4959 -1.0572 -0.7212 -0.9770 -0.4227 0.2140 0.2771 0.2725 0.2074 -0.0383 0.2431 0.5064

Version x
A cluster of 2 separate species, C2H7O2P in total. Source: the OMol25 dataset; level of theory: ωB97M-V/def2-TZVPD.

Output
structure (SMILES): C=[PH3].O=CO
LUMO level: 0.92 eV
E_HOMO: -8.26 eV
Kohn-Sham gap: 9.18 eV

Structure (XYZ):
```
12
C2H7O2P, DFT ωB97M-V/def2-TZVPD
P -0.47 1.35 -0.57
O 1.75 -2.00 0.72
O 1.42 -0.04 1.86
C 1.02 -0.95 1.25
C -0.44 -0.29 -0.83
H 0.38 1.89 0.53
H -1.14 -1.05 -0.37
H -1.40 2.34 -0.29
H 2.65 -1.70 0.54
H -0.03 -1.23 1.36
H -0.50 -0.44 -1.92
H -0.01 2.00 -1.71
```

Charges per atom according to natural (NBO) partitioning, unit e: 0.8318 -0.7089 -0.5918 0.6738 -1.2038 -0.0154 0.2507 -0.0703 0.4827 0.1040 0.2474 -0.0004

Version y
An isolated molecule of C2H7O2P. Source: the OMol25 dataset; level of theory: ωB97M-V/def2-TZVPD.

Output
structure (SMILES): COPOC
LUMO level: 0.99 eV
E_HOMO: -9.22 eV
Kohn-Sham gap: 10.21 eV

Structure (XYZ):
```
12
C2H7O2P, DFT ωB97M-V/def2-TZVPD
P 0.41 -0.80 -0.90
O -0.41 -1.31 0.41
O 1.55 0.10 -0.15
C 1.36 1.61 -0.21
C -1.78 -0.90 0.60
H 1.38 1.75 -1.33
H 0.45 2.02 0.35
H 2.31 1.88 0.40
H -2.37 -1.72 0.63
H 1.37 -1.90 -0.82
H -2.11 -0.29 1.43
H -2.15 -0.44 -0.42
```

Charges per atom according to natural (NBO) partitioning, unit e: 1.1408 -0.8118 -0.8322 -0.2898 -0.2464 0.2013 0.1906 0.2130 0.1767 -0.0919 0.1876 0.1620

Stability check: which of them is least stable? version x.

Version w
An isolated molecule of C7H11N3OS. Source: the OMol25 dataset; level of theory: ωB97M-V/def2-TZVPD.

Output
LUMO level: 0.83 eV
E_HOMO: -7.99 eV
Kohn-Sham gap: 8.82 eV

Structure (XYZ):
```
23
C7H11N3OS, DFT ωB97M-V/def2-TZVPD
S -0.49 1.12 1.74
O 0.85 1.42 2.24
N 0.96 0.84 -3.25
N -1.45 0.70 -0.63
N -0.36 1.00 0.06
C -0.50 -0.92 1.87
C 2.13 0.99 -0.22
C -1.49 -1.67 1.11
C 0.35 0.73 -2.02
C -1.06 0.53 -1.86
C 0.76 0.98 -0.75
C -1.61 -1.62 2.62
H -1.80 0.33 -2.67
H 0.52 0.14 -3.91
H 0.60 -1.09 1.84
H 2.34 1.55 0.57
H 2.60 -0.08 0.11
H -0.97 -2.42 0.72
H -2.34 -0.95 3.09
H -1.47 -2.52 3.18
H 1.95 0.94 -3.22
H -2.30 -1.40 0.44
H 2.80 1.40 -1.07
```

Charges per atom according to natural (NBO) partitioning, unit e: 1.4229 -0.9518 -0.8144 -0.2667 -0.3887 -0.3422 -0.6195 -0.4494 0.0656 -0.0705 0.0628 -0.4296 0.2025 0.3880 0.2417 0.2438 0.2098 0.2123 0.2243 0.2192 0.3862 0.2516 0.2020

Version x
A cluster of 2 separate species, C7H11N3OS in total. Source: the OMol25 dataset; level of theory: ωB97M-V/def2-TZVPD.

Output
LUMO level: 0.80 eV
E_HOMO: -7.72 eV
Kohn-Sham gap: 8.52 eV

Structure (XYZ):
```
23
C7H11N3OS, DFT ωB97M-V/def2-TZVPD
S 5.27 0.04 -0.73
O 4.09 -1.69 0.94
N 0.83 -1.02 -0.33
N 1.21 1.06 -0.08
N -1.40 -1.28 0.37
C -0.15 0.92 0.07
C 4.59 -0.88 0.28
C -3.48 -0.61 -0.85
C -0.36 -0.41 0.07
C 1.95 2.26 0.29
C 1.83 -0.06 -0.36
C -2.81 -0.74 0.57
H -3.01 0.26 -1.29
H 2.71 2.66 -0.46
H 2.67 2.17 1.22
H -1.37 -2.19 -0.12
H -3.27 -1.43 1.24
H 0.81 -2.03 -0.46
H -4.66 -0.51 -0.83
H -3.21 -1.43 -1.44
H -0.81 1.63 0.42
H 1.29 3.10 0.41
H -2.72 0.14 1.08
```

Charges per atom according to natural (NBO) partitioning, unit e: 0.0126 -0.4712 -0.5842 -0.4018 -0.6132 -0.2272 0.4494 -0.6213 0.3122 -0.4033 0.0965 -0.1976 0.2158 0.2186 0.2122 0.3735 0.1966 0.4085 0.2127 0.2023 0.2113 0.2037 0.1939

Version y
An isolated molecule of C7H11N3OS. Source: the OMol25 dataset; level of theory: ωB97M-V/def2-TZVPD.

Output
structure (SMILES): CCSc1ncc(CO)c(N)n1
LUMO level: 0.57 eV
E_HOMO: -8.24 eV
Kohn-Sham gap: 8.81 eV

Structure (XYZ):
```
23
C7H11N3OS, DFT ωB97M-V/def2-TZVPD
S 2.43 -1.00 -0.08
O -3.91 0.56 0.68
N -2.38 -1.75 0.14
N -0.15 -1.25 0.05
N 0.65 0.93 -0.35
C -3.11 1.05 -0.39
C 3.41 0.52 -0.32
C 0.81 -0.36 -0.14
C -1.70 0.54 -0.26
C -0.61 1.36 -0.41
C -1.41 -0.82 -0.01
C 3.50 1.35 0.95
H 2.93 1.08 -1.12
H 2.51 1.69 1.23
H -3.53 0.70 -1.35
H -0.72 2.43 -0.59
H -4.77 1.00 0.64
H 4.39 0.17 -0.64
H -2.09 -2.65 0.46
H -3.30 -1.41 0.40
H 3.93 0.76 1.76
H -3.09 2.14 -0.39
H 4.13 2.22 0.78
```

Charges per atom according to natural (NBO) partitioning, unit e: 0.2678 -0.7359 -0.7860 -0.5280 -0.5451 -0.0756 -0.5153 0.2746 -0.2157 0.1067 0.4416 -0.6196 0.2386 0.2244 0.1716 0.1910 0.4791 0.2182 0.4023 0.4149 0.2068 0.1778 0.2061

Stability check: which of them is least stable? version w.

Version w
A cluster of 2 separate species, C3H10O2 in total. Source: the OMol25 dataset; level of theory: ωB97M-V/def2-TZVPD.

Output
structure (SMILES): CCOC.O
LUMO level: 0.66 eV
E_HOMO: -9.58 eV
Kohn-Sham gap: 10.24 eV

Structure (XYZ):
```
15
C3H10O2, DFT ωB97M-V/def2-TZVPD
O 0.32 3.21 -0.92
O -0.73 -0.90 1.26
C -0.59 0.54 1.30
C -0.10 -1.61 -0.93
C 0.21 -1.59 0.55
H -0.47 0.95 0.28
H 0.95 2.46 -1.08
H -0.67 -0.72 -1.26
H 1.26 -1.26 0.47
H -1.49 0.99 1.75
H -0.70 -2.51 -1.14
H 0.67 3.94 -1.47
H 0.84 -1.66 -1.51
H 0.29 0.82 1.90
H 0.21 -2.67 0.80
```

Charges per atom according to natural (NBO) partitioning, unit e: -0.9428 -0.5331 -0.2554 -0.6333 -0.0726 0.1718 0.4701 0.2093 0.1549 0.2012 0.2036 0.4737 0.1966 0.1727 0.1835

Version x
A cluster of 3 separate species, C3H10O2 in total. Source: the OMol25 dataset; level of theory: ωB97M-V/def2-TZVPD.

Output
structure (SMILES): C=CC.O.O
LUMO level: 0.64 eV
E_HOMO: -9.71 eV
Kohn-Sham gap: 10.36 eV

Structure (XYZ):
```
15
C3H10O2, DFT ωB97M-V/def2-TZVPD
O 1.40 1.07 2.90
O -0.05 -4.06 2.00
C -1.34 0.95 -0.97
C -0.06 0.74 -1.77
C 0.63 1.74 -2.35
H -0.99 -3.80 1.85
H 0.25 -0.40 -1.83
H 1.35 1.75 -3.04
H -1.23 1.64 -0.17
H 0.35 2.78 -2.41
H 1.59 0.12 3.22
H 0.07 -4.83 2.51
H -1.70 -0.04 -0.40
H 1.93 1.13 1.93
H -2.19 1.21 -1.46
```

Charges per atom according to natural (NBO) partitioning, unit e: -0.9506 -0.9564 -0.6454 -0.1630 -0.4131 0.4825 0.2049 0.1924 0.2236 0.1867 0.4749 0.4741 0.1985 0.4755 0.2154

Version y
A cluster of 3 separate species, C3H10O2 in total. Source: the OMol25 dataset; level of theory: ωB97M-V/def2-TZVPD.

Output
structure (SMILES): C=CC.O.O
LUMO level: 0.74 eV
E_HOMO: -10.17 eV
Kohn-Sham gap: 10.91 eV

Structure (XYZ):
```
15
C3H10O2, DFT ωB97M-V/def2-TZVPD
O -0.65 1.68 -0.85
O -2.18 0.21 2.23
C 2.12 0.02 -0.22
C 1.35 -0.90 -0.84
C 0.06 -1.48 -0.49
H -1.94 1.12 2.13
H 1.62 -1.19 -1.81
H -0.70 -1.17 -1.21
H 1.85 0.51 0.79
H 3.02 0.40 -0.64
H 0.07 1.05 -1.10
H -1.50 -0.23 1.72
H -0.31 -1.04 0.50
H -0.63 2.12 -1.69
H -0.03 -2.59 -0.43
```

Charges per atom according to natural (NBO) partitioning, unit e: -0.9379 -0.9287 -0.3988 -0.2011 -0.6473 0.4692 0.1917 0.2333 0.2016 0.2055 0.4708 0.4599 0.1840 0.4609 0.2367

Stability check: which of them is least stable? version x.

Version w
A cluster of 2 separate species, C3H10N2O3 in total. Source: the OMol25 dataset; level of theory: ωB97M-V/def2-TZVPD.

Output
structure (SMILES): NC(=O)CNCO.O
LUMO level: 0.72 eV
E_HOMO: -9.35 eV
Kohn-Sham gap: 10.07 eV

Structure (XYZ):
```
18
C3H10N2O3, DFT ωB97M-V/def2-TZVPD
O 0.77 -0.51 -3.08
O -1.54 0.64 -1.06
O 1.44 0.39 -0.04
N -0.60 -1.15 0.28
N 1.61 1.35 1.95
C 1.01 0.48 1.11
C -0.19 -0.39 1.46
C -1.69 -0.66 -0.51
H 1.46 1.30 2.95
H 0.25 -1.30 -0.22
H 0.57 -0.43 -2.15
H -1.34 0.80 -1.96
H -1.02 0.22 1.80
H 1.37 0.24 -3.18
H -1.78 -1.40 -1.31
H -2.59 -0.52 0.10
H 0.02 -1.10 2.27
H 2.25 2.03 1.59
```

Charges per atom according to natural (NBO) partitioning, unit e: -0.9449 -0.7796 -0.6511 -0.6272 -0.8169 0.6609 -0.3296 0.0879 0.3940 0.3793 0.4736 0.4894 0.2211 0.4693 0.1769 0.1703 0.2147 0.4118

Version x
A cluster of 2 separate species, C3H10N2O3 in total. Source: the OMol25 dataset; level of theory: ωB97M-V/def2-TZVPD.

Output
structure (SMILES): NC(=O)CNCO.O
LUMO level: 0.73 eV
E_HOMO: -8.71 eV
Kohn-Sham gap: 9.43 eV

Structure (XYZ):
```
18
C3H10N2O3, DFT ωB97M-V/def2-TZVPD
O -1.81 0.43 1.11
O -1.16 2.13 -0.92
O 1.20 0.88 -1.47
N 2.80 -0.46 -0.60
N -0.69 -1.12 -0.03
C -1.85 -0.97 0.84
C 0.53 -0.49 0.51
C 1.51 0.04 -0.55
H -1.78 0.98 0.30
H 1.04 -1.28 1.15
H 0.29 0.33 1.26
H -0.31 1.75 -1.32
H 3.31 -1.02 0.07
H 3.38 -0.13 -1.39
H -0.93 -1.25 -0.92
H -2.72 -1.33 0.31
H -1.69 -1.38 1.86
H -1.11 2.89 -0.23
```

Charges per atom according to natural (NBO) partitioning, unit e: -0.7856 -1.0254 -0.6701 -0.8131 -0.6613 0.0952 -0.3283 0.6843 0.5019 0.1872 0.2639 0.5297 0.4052 0.4095 0.3824 0.1720 0.1606 0.4918

Stability check: which of them is least stable? version x.